Entry 1:
The following is a DFT calculation (ωB97M-V/def2-TZVPD) of the molecule C4H6O2.

As for the energy relative to the best compared isomer or geometry (same formula, charge and spin): 93.95 kcal/mol. The value obtained for the gap between HOMO and LUMO is 9.20 eV. The LUMO energy comes out at 0.0079 hartree. Its HOMO energy is -8.980 eV.

CARTESIAN COORDINATES (ANGSTROEM)
O1 0.358 1.040 1.230
O2 -0.072 -2.042 0.079
C1 -0.124 -0.135 -1.393
C2 -0.177 -0.841 -0.039
C3 -0.721 0.072 1.086
C4 1.395 0.481 0.687
H1 2.227 1.198 0.719
H2 -0.863 -0.439 2.040
H3 -0.191 0.958 -1.324
H4 0.788 -0.399 -1.930
H5 -1.634 0.608 0.802
H6 -0.987 -0.500 -1.956



Entry 2:
The following is a DFT calculation (ωB97M-V/def2-TZVPD) of a cluster of 2 separate species, C7H8BrNO in total in a non-equilibrium geometry.

As for the energy relative to the best compared isomer or geometry (same formula, charge and spin): 53.86 kcal/mol. The value obtained for the gap between HOMO and LUMO (spin up / spin down) is 8.95 / 8.96 eV. The LUMO energy (spin up / spin down) comes out at 0.0088 / 0.0088 hartree. Its HOMO energy (spin up / spin down) is -8.716 / -8.717 eV.

CARTESIAN COORDINATES (ANGSTROEM)
Br1 2.936 0.497 0.604
O1 1.848 -0.936 -1.503
N1 0.184 1.231 0.867
C1 -0.918 1.948 0.998
C2 -1.981 1.811 0.172
C3 -1.975 0.810 -0.816
C4 1.092 -2.311 0.851
C5 -0.861 -0.044 -0.850
C6 0.244 0.286 -0.036
C7 1.462 -0.441 -0.274
H1 2.062 -2.782 0.854
H2 2.063 -0.182 -2.025
H3 -2.910 0.814 -1.477
H4 -2.823 2.430 0.301
H5 -0.830 2.807 1.674
H6 0.788 -2.071 1.841
H7 -0.769 -1.036 -1.454
H8 0.387 -2.830 0.275